Density functional theory data (ωB97M-V/def2-TZVPD) for a single C5H10N2O molecule at a distorted geometry.

Last column: Löwdin charge in e.
Atoms and positions in Å:
C 0.050 -1.871 2.288  -0.02
C 0.146 2.134 -2.170  -0.02
N 0.013 -1.173 1.009  -0.28
C 0.357 1.323 -0.909  -0.47
N 0.770 -1.659 -0.011  -0.04
C -0.797 -0.173 0.767  -0.05
C -0.725 0.337 -0.594  -0.14
O 1.402 1.362 -0.286  0.05
H 1.663 -1.169 0.018  0.05
H -0.126 -0.723 -0.989  0.17
H -1.508 0.129 1.523  0.13
H -1.692 0.644 -0.991  0.11
H -0.039 -2.939 2.086  0.09
H 1.009 -1.692 2.773  0.09
H -0.765 -1.531 2.927  0.08
H -0.041 1.475 -3.018  0.09
H -0.735 2.772 -2.061  0.08
H 1.018 2.757 -2.362  0.08

Its net charge is 0. As for the maximum force: 1.1 eV/A. As for the HOMO energy: -0.2893 Ha. Its multiplicity is 1. As for the energy above the lowest of the compared OMol25 structures with the same formula, charge and spin: 84.3 kcal per mole. Its HOMO-LUMO gap is 8.598 eV. The value obtained for the total energy is -10371.6482 eV.

=====

Density functional theory data (ωB97M-V/def2-TZVPD) for a single C5H10N2O molecule at a distorted geometry.

Last column: Löwdin charge in e.
Atoms and positions in Å:
C -1.576 -0.386 0.343  -0.24
C 2.182 0.395 -0.246  -0.02
C -0.332 1.799 0.331  -0.06
N -1.821 -1.777 0.475  -0.06
N -1.969 -1.364 -0.881  0.03
C 0.890 -0.328 -0.007  -0.33
C -0.279 0.295 0.235  -0.22
O 0.925 -1.688 -0.177  0.03
H 1.771 -1.952 -0.551  0.10
H -0.992 -2.355 0.587  0.09
H -2.962 -1.187 -1.040  0.07
H -2.355 0.232 0.789  0.12
H 2.276 1.276 0.388  0.08
H 3.035 -0.251 -0.027  0.08
H 2.255 0.719 -1.289  0.10
H 0.043 2.261 -0.580  0.08
H -1.357 2.143 0.485  0.07
H 0.267 2.167 1.165  0.08

Its net charge is 0. As for the SMILES: C/C(O)=C(\C)C1NN1. As for the maximum force: 2.4 eV/A. As for the HOMO energy: -0.2928 Ha. Its multiplicity is 1. As for the energy above the lowest of the compared OMol25 structures with the same formula, charge and spin: 73.7 kcal per mole. Its HOMO-LUMO gap is 8.743 eV. The value obtained for the total energy is -10372.1106 eV.

=====

Density functional theory data (ωB97M-V/def2-TZVPD) for 2 unconnected molecules or ions with the total composition C5H10N2O at a distorted geometry.

Last column: Löwdin charge in e.
Atoms and positions in Å:
C -0.283 1.371 0.101  -0.11
C 0.748 0.549 -0.030  -0.30
C 2.091 1.004 -0.312  -0.05
C 0.267 -1.135 1.687  0.04
C 0.546 -0.831 0.416  -0.16
N -2.423 1.666 -0.001  0.07
N -1.551 0.756 0.204  -0.08
O -2.521 -1.586 -0.677  -0.10
H -0.533 2.444 -0.132  0.13
H 2.819 0.344 -0.836  0.10
H 2.138 1.832 -0.901  0.04
H 2.566 1.310 0.673  0.12
H -1.804 -1.924 -0.086  0.02
H 0.397 -2.126 2.127  0.07
H 0.000 -0.339 2.342  0.06
H 0.805 -1.560 -0.320  0.11
H -2.734 -0.726 -0.274  -0.02
H -3.384 1.334 0.005  0.05

Its net charge is 0. As for the SMILES: [H]/N=N/C=C(/C)C=C.O. As for the maximum force: 3.5 eV/A. As for the HOMO energy: -0.3432 Ha. Its multiplicity is 1. As for the energy above the lowest of the compared OMol25 structures with the same formula, charge and spin: 92.4 kcal per mole. Its HOMO-LUMO gap is 9.405 eV. The value obtained for the total energy is -10371.3002 eV.

=====

Density functional theory data (ωB97M-V/def2-TZVPD) for a molecular structure, C5H10N2O at a distorted geometry.

Last column: Löwdin charge in e.
Atoms and positions in Å:
C 2.370 -1.712 0.666  -0.10
C 0.145 -0.608 0.113  -0.64
C -0.190 1.992 0.144  -0.08
C -1.602 2.043 -0.914  -0.09
C -1.697 0.406 -0.682  -0.06
H 3.305 -1.162 0.676  0.06
H 2.380 -2.952 0.053  0.17
H 1.918 -1.980 1.757  0.12
H 0.145 -2.648 0.015  0.06
H -0.289 2.539 1.409  0.17
H 0.915 2.207 -0.370  0.13
H -1.322 2.562 -1.854  0.07
H -2.511 2.588 -0.406  0.10
H -2.636 0.553 0.106  0.17
H -1.459 -0.289 -1.348  0.04
N -0.501 -1.761 0.127  0.09
N -0.416 0.506 0.148  -0.10
O 1.476 -0.671 0.260  -0.12

Its net charge is 0. As for the maximum force: 10.5 eV/A. As for the HOMO energy: -0.3038 Ha. Its multiplicity is 1. As for the energy above the lowest of the compared OMol25 structures with the same formula, charge and spin: 173.1 kcal per mole. Its HOMO-LUMO gap is 9.047 eV. The value obtained for the total energy is -10367.7989 eV.

=====

Density functional theory data (ωB97M-V/def2-TZVPD) for a single C5H10N2O molecule at a distorted geometry.

Last column: Löwdin charge in e.
Atoms and positions in Å:
C 0.748 -1.056 0.738  -0.12
C -0.561 1.142 0.951  0.00
C -1.671 -1.024 -0.156  -0.03
C 1.614 0.438 -0.715  -0.51
C -0.379 -0.269 0.060  -0.51
O 1.940 -0.451 0.267  0.01
N 2.483 1.159 -1.276  0.15
N 0.289 0.131 -1.139  0.10
H 2.174 1.565 -2.153  0.05
H -0.169 0.796 -1.744  0.14
H 0.715 -0.989 1.827  0.13
H 0.732 -2.108 0.433  0.13
H -1.161 1.845 0.378  0.07
H 0.341 1.620 1.327  0.08
H -1.127 0.844 1.833  0.06
H -2.036 -1.405 0.792  0.08
H -1.505 -1.862 -0.830  0.09
H -2.425 -0.374 -0.593  0.08

Its net charge is 0. As for the SMILES: [H]/N=C1\NC(C)(C)CO1. As for the maximum force: 3.2 eV/A. As for the HOMO energy: -0.3344 Ha. Its multiplicity is 1. As for the energy above the lowest of the compared OMol25 structures with the same formula, charge and spin: 19.8 kcal per mole. Its HOMO-LUMO gap is 9.853 eV. The value obtained for the total energy is -10374.4481 eV.

=====

Density functional theory data (ωB97M-V/def2-TZVPD) for 2 unconnected molecules or ions with the total composition C5H10N2O at a distorted geometry.

Last column: Löwdin charge in e.
Atoms and positions in Å:
C -3.370 -1.025 -0.135  -0.05
C -2.280 -0.994 -0.764  -0.16
C 0.475 2.605 0.329  -0.07
C 2.327 -1.658 0.388  -0.11
C 0.837 1.357 -0.514  -0.22
N -2.202 -1.907 0.387  -0.04
N 1.295 0.423 0.141  0.00
O 1.837 -0.685 -0.475  -0.16
H -4.249 -0.789 0.477  0.10
H -1.921 -0.573 -1.652  0.07
H -0.487 3.023 -0.090  0.08
H 1.204 3.356 0.133  0.04
H 0.596 2.261 1.385  0.09
H 1.680 -2.426 0.628  0.05
H 2.707 -1.249 1.277  0.06
H 3.153 -2.240 -0.121  0.11
H 0.660 1.339 -1.628  0.14
H -1.629 -1.514 1.212  0.08

Its net charge is 0. As for the SMILES: C/C=N/OC.C1=CN1. As for the maximum force: 4.2 eV/A. As for the HOMO energy: -0.3011 Ha. Its multiplicity is 1. As for the energy above the lowest of the compared OMol25 structures with the same formula, charge and spin: 174.0 kcal per mole. Its HOMO-LUMO gap is 9.263 eV. The value obtained for the total energy is -10367.7588 eV.

=====

Density functional theory data (ωB97M-V/def2-TZVPD) for a single C5H10N2O molecule at a distorted geometry.

Last column: Löwdin charge in e.
Atoms and positions in Å:
O -0.657 -3.153 0.420  0.05
C 0.123 -2.237 0.402  -0.26
C -0.043 -1.039 1.316  -0.15
C -1.110 -0.050 0.848  -0.18
C -0.592 1.281 0.277  -0.22
N 1.547 0.610 -2.597  0.07
C 0.584 0.925 -1.838  -0.34
N 0.648 1.187 -0.490  -0.03
H 1.011 -2.253 -0.262  0.12
H -0.398 -1.438 2.259  0.11
H 0.915 -0.531 1.387  0.10
H -1.670 0.287 1.720  0.10
H -1.935 -0.451 0.249  0.12
H -1.363 1.732 -0.348  0.11
H -0.450 2.032 1.049  0.11
H 2.400 0.450 -2.062  0.03
H -0.420 0.959 -2.260  0.12
H 1.409 1.689 -0.068  0.13

Its net charge is 0. As for the SMILES: [H]/N=C\NCCCC=O. As for the maximum force: 1.5 eV/A. As for the HOMO energy: -0.3421 Ha. Its multiplicity is 1. As for the energy above the lowest of the compared OMol25 structures with the same formula, charge and spin: 36.2 kcal per mole. Its HOMO-LUMO gap is 10.066 eV. The value obtained for the total energy is -10373.7373 eV.

=====

Density functional theory data (ωB97M-V/def2-TZVPD) for 2 unconnected molecules or ions with the total composition C5H10N2O at a distorted geometry.

Last column: Löwdin charge in e.
Atoms and positions in Å:
C -0.859 1.427 -0.819  -0.05
C -2.110 1.305 1.425  -0.05
C -0.991 0.802 0.543  -0.33
C -0.185 -0.108 1.014  -0.17
O 0.171 -1.043 1.670  0.09
H -1.807 1.361 -1.355  0.08
H -0.597 2.482 -0.725  0.08
H -1.987 2.374 1.608  0.08
H -0.096 0.928 -1.415  0.06
H -3.071 1.154 0.932  0.08
H -2.128 0.782 2.378  0.08
N 2.053 -2.179 -0.010  0.08
C 1.944 -1.118 -0.831  -0.43
N 2.075 -0.961 -2.069  0.07
H 1.549 -2.101 0.897  0.08
H 2.139 -3.098 -0.420  0.10
H 2.480 -1.748 -2.561  0.03
H 1.420 -0.258 -0.261  0.10

Its net charge is 0. As for the SMILES: CC(C)=C=O.[H]/N=C\N. As for the maximum force: 3.3 eV/A. As for the HOMO energy: -0.3215 Ha. Its multiplicity is 1. As for the energy above the lowest of the compared OMol25 structures with the same formula, charge and spin: 50.1 kcal per mole. Its HOMO-LUMO gap is 9.172 eV. The value obtained for the total energy is -10373.1325 eV.

=====

Density functional theory data (ωB97M-V/def2-TZVPD) for a single C5H10N2O molecule at a distorted geometry.

Last column: Löwdin charge in e.
Atoms and positions in Å:
C -1.187 0.781 0.416  -0.39
C -0.612 0.029 1.612  -0.16
C 1.057 -1.084 -0.057  -0.23
C 0.381 -0.608 -1.306  -0.25
C -0.058 1.624 -0.301  -0.15
H -1.511 -0.409 2.027  0.11
H -0.048 0.732 2.273  0.12
H -0.139 -2.040 1.243  0.12
H 1.223 -2.132 -0.175  0.09
H 2.126 -0.693 0.070  0.14
H 1.134 -0.830 -2.100  0.12
H -0.480 -1.269 -1.583  0.14
H -0.364 1.209 -1.966  0.07
H -0.674 2.606 -0.510  0.16
H 0.802 1.830 0.396  0.12
N 0.333 -1.086 1.267  -0.06
N 0.344 0.819 -1.446  -0.06
O -2.325 0.520 0.142  0.09

Its net charge is 0. As for the SMILES: O=C1CNCCNC1. As for the maximum force: 3.6 eV/A. As for the HOMO energy: -0.3172 Ha. Its multiplicity is 1. As for the energy above the lowest of the compared OMol25 structures with the same formula, charge and spin: 69.9 kcal per mole. Its HOMO-LUMO gap is 9.476 eV. The value obtained for the total energy is -10372.2736 eV.

=====

Density functional theory data (ωB97M-V/def2-TZVPD) for 2 unconnected molecules or ions with the total composition C5H10N2O at a distorted geometry.

Last column: Löwdin charge in e.
Atoms and positions in Å:
C 1.260 -0.841 -0.434  -0.26
C -1.307 1.064 0.269  -0.04
C -0.889 -0.535 -0.033  -0.52
C 1.596 0.380 0.073  -0.03
N -1.432 -0.931 -1.264  0.07
C 2.221 1.478 0.355  0.03
O 1.365 -2.024 0.258  -0.04
N -0.968 -1.303 1.021  0.07
H 0.616 -2.019 0.914  0.06
H 1.548 -1.018 -1.474  0.13
H -2.373 -0.628 -1.462  0.09
H -0.797 -0.774 -2.036  0.07
H -1.440 -0.903 1.823  0.06
H -1.003 1.785 -0.488  0.06
H -2.394 0.970 0.293  0.06
H -1.036 1.391 1.271  0.06
H 1.794 2.459 0.186  0.06
H 3.239 1.448 0.729  0.08

Its net charge is 0. As for the SMILES: [H]/N=C(\C)N.C=C=CO. As for the maximum force: 6.5 eV/A. As for the HOMO energy (alpha / beta): -0.3146 / -0.3146 Ha. Its multiplicity is 1. As for the energy above the lowest of the compared OMol25 structures with the same formula, charge and spin: 133.2 kcal per mole. Its HOMO-LUMO gap (alpha / beta) is 8.382 / 8.383 eV. The value obtained for the total energy is -10369.5270 eV.

=====

Density functional theory data (ωB97M-V/def2-TZVPD) for a single C5H10N2O molecule at a distorted geometry.

Last column: Löwdin charge in e.
Atoms and positions in Å:
C -1.159 -0.547 -0.383  -0.31
C 1.179 0.201 -0.307  -0.35
C 0.651 -0.940 0.985  -0.11
C -0.019 0.075 -1.242  -0.11
N -0.549 -1.524 0.500  -0.06
N 1.462 1.578 -0.015  0.03
C -1.839 0.486 0.496  -0.22
O -1.837 1.671 0.297  0.06
H -0.399 -2.408 0.021  0.12
H -1.930 -1.011 -1.006  0.15
H 2.079 -0.231 -0.751  0.11
H 0.632 2.051 0.319  0.06
H 2.183 1.671 0.690  0.08
H 0.574 0.090 1.443  0.10
H 1.405 -1.681 1.252  0.10
H -2.299 0.050 1.403  0.13
H -0.335 1.047 -1.618  0.11
H 0.202 -0.578 -2.085  0.11

Its net charge is 0. As for the SMILES: N[C@H]1CN[C@@H](C=O)C1. As for the maximum force: 4.5 eV/A. As for the HOMO energy: -0.2978 Ha. Its multiplicity is 1. As for the energy above the lowest of the compared OMol25 structures with the same formula, charge and spin: 51.2 kcal per mole. Its HOMO-LUMO gap is 8.877 eV. The value obtained for the total energy is -10373.0830 eV.

=====

Density functional theory data (ωB97M-V/def2-TZVPD) for a molecular structure, C5H10N2O at a distorted geometry.

Last column: Löwdin charge in e.
Atoms and positions in Å:
N 2.023 0.310 -1.203  0.04
C -0.315 -0.440 -1.115  -0.22
C 0.660 0.663 -0.824  -0.37
O -1.450 -0.111 -1.788  0.03
H -1.624 0.838 -1.694  0.12
H 2.647 0.927 -0.682  0.07
H 2.245 -0.625 -0.867  0.07
H 0.068 -1.402 -1.445  0.15
H 0.399 1.610 -1.307  0.14
C 0.402 0.764 0.709  -0.34
C -0.687 -0.821 0.665  -0.14
C -1.906 -0.722 1.220  0.04
N 1.443 0.692 1.533  0.02
H 1.410 -0.152 2.107  0.03
H -0.376 1.534 0.881  0.12
H -0.102 -1.711 0.892  0.10
H -2.509 0.173 1.104  0.07
H -2.329 -1.528 1.811  0.07

Its net charge is 0. As for the maximum force: 2.4 eV/A. As for the HOMO energy (alpha / beta): -0.2760 / -0.2759 Ha. Its multiplicity is 1. As for the energy above the lowest of the compared OMol25 structures with the same formula, charge and spin: 139.3 kcal per mole. Its HOMO-LUMO gap (alpha / beta) is 6.672 / 6.670 eV. The value obtained for the total energy is -10369.2653 eV.

=====

Density functional theory data (ωB97M-V/def2-TZVPD) for a molecular structure, C5H10N2O at a distorted geometry.

Last column: Löwdin charge in e.
Atoms and positions in Å:
C 0.283 -0.191 0.838  -0.46
C -1.043 -0.807 0.471  -0.16
C 0.315 -0.640 -1.467  -0.20
C 0.275 0.560 -0.465  -0.40
C 0.378 1.349 1.270  -0.12
H 1.693 -1.549 0.335  0.19
H -1.976 -0.171 0.595  0.13
H -1.227 -1.686 0.913  0.06
H -1.793 -1.379 -1.495  0.15
H 1.371 -1.070 -1.302  0.08
H 0.533 -0.082 -2.764  0.20
H -0.892 0.915 -0.525  0.16
H 0.649 2.526 -0.250  0.07
H -0.889 1.655 1.150  0.17
H 0.727 1.431 2.362  0.13
N -0.821 -1.510 -0.955  -0.03
N 1.064 1.689 0.005  0.05
O 1.352 -1.041 1.282  -0.03

Its net charge is 0. As for the maximum force: 5.2 eV/A. As for the HOMO energy: -0.3404 Ha. Its multiplicity is 1. As for the energy above the lowest of the compared OMol25 structures with the same formula, charge and spin: 183.2 kcal per mole. Its HOMO-LUMO gap is 9.831 eV. The value obtained for the total energy is -10367.3594 eV.

=====

Density functional theory data (ωB97M-V/def2-TZVPD) for a single C5H10N2O molecule at a distorted geometry.

Last column: Löwdin charge in e.
Atoms and positions in Å:
C -0.688 0.159 -0.671  -0.16
C -1.856 1.057 -0.445  -0.11
C 0.671 -2.506 -0.353  -0.09
C 0.910 1.226 0.213  -0.54
N 0.416 1.960 1.270  0.17
C 1.092 -1.212 0.245  -0.14
N 0.322 -0.148 0.210  -0.08
O 1.917 1.508 -0.396  0.08
H -0.837 -0.589 -1.441  0.10
H -0.157 1.502 1.957  0.11
H 0.991 2.738 1.547  0.11
H 2.078 -1.083 0.663  0.12
H -1.570 2.053 -0.111  0.05
H -2.378 1.218 -1.390  0.07
H -2.593 0.643 0.253  0.07
H 1.241 -3.326 0.078  0.07
H -0.395 -2.688 -0.194  0.08
H 0.836 -2.512 -1.436  0.08

Its net charge is 0. As for the maximum force: 2.8 eV/A. As for the HOMO energy (alpha / beta): -0.2475 / -0.2443 Ha. Its multiplicity is 1. As for the energy above the lowest of the compared OMol25 structures with the same formula, charge and spin: 72.6 kcal per mole. Its HOMO-LUMO gap (alpha / beta) is 7.584 / 7.434 eV. The value obtained for the total energy is -10372.1553 eV.